(1)
A cluster of 2 separate species, C17H24N3S in total at a distorted geometry. Source: the OMol25 dataset; level of theory: ωB97M-V/def2-TZVPD.

Structure (XYZ):
```
45
Properties=species:S:1:pos:R:3:nbo_charge:R:1
H 4.880 0.378 0.518 0.229
H -0.330 1.693 -2.127 0.179
H -2.754 2.364 -3.019 0.184
H 1.586 2.024 1.075 0.227
N 3.643 1.929 1.221 -0.304
C 1.621 -4.287 1.879 -0.220
H 2.752 -2.482 2.129 0.209
N -1.274 0.315 -0.845 -0.615
C -0.394 -2.689 0.773 -0.156
H -5.554 0.121 0.311 0.231
H 3.116 3.788 0.416 0.225
S -3.290 0.536 0.915 0.276
H 0.235 -0.110 0.452 0.274
C -4.710 1.443 -1.215 -0.207
H 4.990 0.662 2.269 0.227
C -1.674 0.518 -3.280 -0.427
H -3.741 1.051 -3.683 0.215
N -3.410 0.940 -1.629 -0.437
H -1.157 -2.046 0.321 0.243
C -2.943 1.276 -2.965 -0.206
H 3.121 -0.655 1.450 0.217
C 3.738 3.379 1.221 -0.417
H 0.176 -0.014 -2.274 0.201
H -1.894 -0.539 -3.452 0.213
C 1.052 -0.678 0.917 0.007
H 2.415 -4.908 2.295 0.231
C -2.520 0.589 -0.658 0.322
H 0.287 -5.955 1.505 0.232
C 2.448 1.351 1.157 0.219
C 1.815 -2.912 1.770 -0.164
C -4.896 0.993 0.221 -0.538
C 4.872 1.155 1.293 -0.430
H -5.287 1.811 0.830 0.239
H 5.716 1.833 1.137 0.232
C -0.593 -4.059 0.913 -0.211
C 0.423 -4.874 1.442 -0.139
H -4.735 2.543 -1.263 0.190
C -0.693 0.646 -2.135 -0.229
C 0.829 -2.075 1.163 -0.072
H -5.499 1.077 -1.883 0.217
H 4.778 3.677 1.075 0.230
H -1.237 0.936 -4.188 0.225
H 3.371 3.804 2.164 0.226
C 2.251 -0.042 1.199 -0.382
H -1.533 -4.507 0.588 0.231
```

The HOMO-LUMO gap comes out at 6.7 eV. For the highest occupied orbital energy, the calculation gives -11.0 eV. As for the LUMO energy: -0.1571 hartree. The energy is -1224.3919 Eh. Its total charge is +1.

(2)
A cluster of 2 separate species, C6H9NO3 in total at a distorted geometry. Source: the OMol25 dataset; level of theory: ωB97M-V/def2-TZVPD.

Structure (XYZ):
```
19
Properties=species:S:1:pos:R:3:nbo_charge:R:1
C -2.623 0.314 -0.332 -0.101
C -1.758 1.503 -0.455 0.135
H -0.664 2.705 0.584 0.483
O -1.448 2.164 0.713 -0.681
H 2.157 0.098 -0.719 0.463
H -4.417 0.807 -1.547 0.182
N 0.224 -0.779 1.265 -0.389
H -0.971 -0.140 -1.771 0.258
O 2.243 -0.811 -0.382 -0.985
O -4.505 -0.513 0.104 -0.523
H 1.978 -0.893 0.688 0.511
H -1.877 2.129 -1.345 0.187
H -2.916 -1.090 1.373 0.195
H -3.566 0.566 1.665 0.196
C -0.262 -0.497 0.220 0.361
H -3.772 -0.848 -1.851 0.183
C -3.346 -0.195 0.902 -0.043
C -3.879 -0.046 -1.108 -0.040
C -1.176 0.105 -0.726 -0.389
```

As for the structure (SMILES): N#C[C@@H]1[C@H](O)C12COC2.O. The HOMO-LUMO gap comes out at 10.4 eV. For the highest occupied orbital energy, the calculation gives -10.1 eV. As for the LUMO energy: 0.0104 hartree. The energy is -514.3754 Eh.

(3)
A structure of composition ArH28O14 at a distorted geometry. Source: the OMol25 dataset; level of theory: ωB97M-V/def2-TZVPD.

Structure (XYZ):
```
43
Properties=species:S:1:pos:R:3:nbo_charge:R:1
O -2.770 -0.136 -3.148 -0.946
H -1.460 3.491 -0.982 0.483
O 0.048 1.949 3.656 -0.957
H -2.767 1.518 -0.904 0.463
O 1.233 3.507 1.310 -0.996
H -0.706 3.054 0.257 0.507
H -2.535 -0.020 -2.227 0.481
H 1.880 3.110 0.727 0.510
O -1.048 2.727 -0.576 -0.976
H 0.644 -3.421 -1.023 0.489
O -2.472 1.231 2.344 -0.986
O 0.166 1.185 -2.620 -0.979
O -3.289 0.863 -0.440 -0.974
O -2.962 -1.541 2.609 -0.973
H 2.831 1.027 -0.245 0.507
H -3.196 -1.751 3.513 0.465
H 2.965 -3.362 -1.581 0.483
O 2.433 -2.639 -1.247 -0.993
H -3.036 0.961 0.478 0.501
H 2.278 -2.083 -2.011 0.508
H 3.081 -1.595 0.265 0.499
H -2.437 -2.286 2.318 0.496
H -0.147 -4.703 -0.874 0.469
H -2.594 0.363 2.727 0.500
H -0.649 -3.326 2.591 0.468
O -0.250 -3.754 -0.953 -0.965
H 1.855 1.705 -1.183 0.474
O -1.272 -3.657 1.944 -0.951
Ar -0.055 -0.208 0.275 0.000
O 2.176 -1.049 -3.510 -0.954
H 0.049 2.463 2.848 0.485
H 1.441 -0.473 -3.299 0.502
H -0.256 1.585 -1.860 0.509
O 3.409 -0.830 0.736 -0.976
H -0.921 -3.368 1.102 0.502
H -1.613 1.513 2.657 0.477
H 2.951 -0.501 -3.394 0.477
H 0.774 1.853 -2.937 0.465
H -1.957 -0.414 -3.570 0.460
H 1.456 4.438 1.319 0.476
H 3.228 -1.020 1.657 0.471
H 0.964 1.700 3.783 0.478
O 2.531 1.890 -0.531 -0.978
```

The HOMO-LUMO gap comes out at 10.2 eV. For the highest occupied orbital energy, the calculation gives -10.3 eV. As for the LUMO energy: -0.0053 hartree. The energy is -1597.7009 Eh.

(4)
A structure of composition C26H28F6IrN5O6S5. Source: the OMol25 dataset; level of theory: ωB97M-V/def2-TZVPD.

Structure (XYZ):
```
77
Properties=species:S:1:pos:R:3:lowdin_spin:R:1
C 1.772 -3.958 2.919 0.046
C -4.316 0.193 -0.253 0.005
H -1.952 -3.978 -0.254 0.002
H -1.434 -3.614 -2.903 0.000
C -4.916 0.709 0.879 -0.002
O -0.941 2.892 -0.790 0.058
H 0.788 -3.110 -0.877 0.002
C -4.107 1.188 1.905 0.004
C -2.734 1.127 1.769 0.008
C 0.585 -4.477 2.377 0.089
N 2.615 1.918 3.932 0.027
H -1.584 3.287 4.164 0.000
O 3.378 3.134 0.202 0.003
O 0.122 -2.112 1.193 0.266
O 1.846 1.621 -0.987 0.089
H -0.831 -5.315 0.078 0.001
F 3.924 4.433 -2.418 0.003
H 3.573 1.817 3.628 0.002
N 0.370 1.660 3.528 0.015
S 0.049 3.759 -0.159 0.009
H -0.592 -1.665 -4.033 0.000
H 0.589 -7.605 3.643 -0.001
S 2.456 2.970 -0.871 0.012
H -1.533 -2.288 -1.763 0.000
F 4.287 2.297 -2.547 0.000
C 2.544 -4.799 3.688 0.015
S 2.043 0.463 1.818 0.282
C 1.733 1.228 -5.750 0.000
H -3.231 2.994 3.679 0.001
C -0.834 -2.939 -2.289 0.002
C 0.007 -2.099 -3.235 0.011
C 3.368 3.245 -2.458 0.006
C -0.198 2.331 -4.811 0.000
C -2.302 2.496 3.940 0.005
H 3.484 -4.447 4.090 0.000
C 1.646 1.429 3.191 0.048
O -0.223 -0.267 -1.347 0.165
N 1.320 4.072 -0.992 -0.001
Ir 0.124 0.816 0.471 2.872
C -0.189 1.461 -3.729 0.000
C -2.930 0.159 -0.317 0.009
H 0.819 -2.674 -3.686 0.001
N -2.156 0.600 0.670 0.103
H 2.449 2.469 4.763 0.002
H -4.899 -0.169 -1.088 0.001
H 2.731 -6.759 4.551 0.004
F 0.137 6.232 0.626 0.001
H 0.469 -4.595 -1.741 0.003
S -0.433 -3.444 1.447 0.327
O 0.366 3.238 1.184 0.083
F 2.526 3.159 -3.474 0.001
H -0.915 1.556 -2.933 0.000
H -5.993 0.753 0.967 0.000
C 1.774 0.361 -4.668 0.001
C -0.727 5.421 0.060 0.003
N -0.609 1.250 2.671 0.109
H 2.078 -2.943 2.704 0.003
F -1.116 5.876 -1.108 0.001
H -4.554 1.598 2.799 0.001
H -0.950 3.106 -4.865 0.000
C 2.117 -6.110 3.941 0.108
H 0.732 2.889 -6.657 0.000
C 0.751 2.208 -5.817 0.000
H 0.143 2.330 4.252 0.003
C 0.910 -6.595 3.427 0.002
H -2.469 1.911 4.848 0.000
H 2.554 -0.388 -4.595 0.000
H -2.415 -0.202 -1.196 0.001
C -0.013 -3.738 -1.271 0.017
C 0.797 0.489 -3.689 0.004
C -0.904 -4.247 -0.123 0.072
S 0.853 -0.705 -2.387 0.016
C -1.820 1.625 2.827 0.016
F -1.776 5.236 0.858 0.000
H -0.828 -6.136 2.270 0.002
H 2.477 1.149 -6.530 0.000
C 0.121 -5.778 2.650 0.060
```

As for the spin multiplicity: 6. The HOMO-LUMO gap (alpha / beta) comes out at 7.7 / 4.6 eV. For the highest occupied orbital energy (alpha / beta), the calculation gives -16.2 / -16.2 eV. As for the LUMO energy (alpha / beta): -0.3102 / -0.4268 hartree. The expectation value of S² is 8.78. The energy is -4426.1214 Eh. Its total charge is +3.

(5)
A cluster of 2 separate species, C9H12N3O2 in total at a distorted geometry. Source: the OMol25 dataset; level of theory: ωB97M-V/def2-TZVPD.

Structure (XYZ):
```
26
Properties=species:S:1:pos:R:3:nbo_charge:R:1
H 2.101 -0.350 -1.984 0.289
C -0.118 2.167 -0.965 0.020
C 0.232 0.541 -2.937 0.057
H -1.974 -0.168 2.026 0.191
O -1.653 1.457 -4.022 -0.251
C -0.962 -0.357 2.388 -0.070
O -0.069 -0.506 1.269 -0.577
N -0.988 2.250 -1.967 -0.122
H 1.774 1.337 0.087 0.287
H -0.631 0.510 2.969 0.170
C -0.861 -1.635 3.200 -0.431
H -1.547 -2.387 2.801 0.210
H -1.094 -1.487 4.254 0.235
C 1.260 0.376 -1.929 -0.176
H 0.755 -3.120 3.114 0.234
C -1.023 2.185 -5.024 0.473
N -0.312 2.755 -5.710 -0.247
C 0.573 -2.059 2.944 -0.431
H 0.300 -0.148 -3.821 0.273
C 0.769 -1.652 1.495 -0.070
N -0.795 1.420 -2.953 0.168
H 0.446 -2.444 0.812 0.172
H 1.249 -1.489 3.587 0.209
H -0.313 2.884 -0.125 0.256
C 1.078 1.316 -0.776 -0.041
H 1.807 -1.398 1.268 0.174
```

The HOMO-LUMO gap comes out at 7.0 eV. For the highest occupied orbital energy, the calculation gives -12.8 eV. As for the LUMO energy: -0.2138 hartree. The energy is -664.4308 Eh. Its total charge is +1.

(6)
A cluster of 2 separate species, C6H5NOS in total at a distorted geometry. Source: the OMol25 dataset; level of theory: ωB97M-V/def2-TZVPD.

Structure (XYZ):
```
14
Properties=species:S:1:pos:R:3:nbo_charge:R:1
H -3.514 -1.837 -0.390 0.214
N 1.274 0.943 0.596 -0.349
C -1.921 -0.612 0.450 -0.066
C 0.375 0.043 0.512 -0.029
C -0.964 0.331 0.856 0.030
C 2.375 -0.732 -0.461 -0.439
O -1.445 1.712 -0.857 -0.868
H -1.828 1.257 -1.623 0.432
S 0.811 -1.362 -0.480 0.487
H -1.295 0.944 1.693 0.271
H 3.283 -1.332 -0.668 0.252
C -2.806 -1.247 -0.051 -0.122
C 2.438 0.591 0.077 -0.044
H 3.217 1.302 0.347 0.231
```

The HOMO-LUMO gap (alpha / beta) comes out at 7.1 / 7.1 eV. For the highest occupied orbital energy (alpha / beta), the calculation gives -8.7 / -8.7 eV. As for the LUMO energy (alpha / beta): -0.0598 / -0.0598 hartree. The energy is -759.5989 Eh.

(7)
A cluster of 2 separate species, C2H5IN2O in total at a distorted geometry. Source: the OMol25 dataset; level of theory: ωB97M-V/def2-TZVPD.

Structure (XYZ):
```
11
Properties=species:S:1:pos:R:3:nbo_charge:R:1
C 0.790 -2.051 -1.716 0.299
O 0.452 -0.984 -1.292 -0.519
H -0.072 2.881 1.324 0.315
I -0.080 0.703 3.240 0.110
H -0.756 0.992 -0.609 0.419
H -0.861 -0.628 0.967 0.218
N -0.541 1.320 0.338 -0.209
H 1.806 -2.454 -1.584 0.113
C -0.535 0.358 1.224 -0.292
H 0.096 -2.708 -2.267 0.108
N -0.298 2.570 0.375 -0.564
```

The HOMO-LUMO gap comes out at 8.0 eV. For the highest occupied orbital energy, the calculation gives -7.6 eV. As for the LUMO energy: 0.0122 hartree. The energy is -561.5319 Eh.

(8)
A structure of composition C22H46N3O2P3Zr at a distorted geometry. Source: the OMol25 dataset; level of theory: ωB97M-V/def2-TZVPD.

Structure (XYZ):
```
77
Properties=species:S:1:pos:R:3:mulliken_charge:R:1
H 2.253 -0.143 -3.283 0.910
H 0.252 -0.998 5.405 0.310
C -0.995 1.619 2.838 -0.715
H -3.431 3.375 -1.177 0.443
H -0.588 2.091 3.753 0.336
H -3.661 -3.136 1.041 0.636
H 1.473 -3.126 3.774 0.433
H 2.714 -2.061 3.023 0.313
N 0.812 -1.182 3.356 0.254
H 1.359 -2.713 2.038 0.316
H -0.264 3.800 1.104 0.310
C -1.631 -0.106 -3.532 -0.756
P -1.034 3.089 -1.069 1.194
C 3.849 -2.080 -1.536 -1.444
C -0.923 1.113 -3.531 -0.401
P 3.386 -0.529 -0.684 0.783
H -2.087 -2.779 1.811 0.342
H 4.325 0.728 -2.543 0.407
H -3.535 -2.408 -2.568 0.389
H -0.890 -3.833 -1.801 0.393
H 4.400 1.640 -1.017 0.435
H 1.136 4.148 -1.414 0.405
H 0.999 0.464 4.686 0.350
H 3.350 -2.938 -1.059 0.421
H -1.451 2.050 -3.691 1.161
C -2.368 0.692 -0.432 0.274
C 1.013 -0.637 4.699 -1.058
H -2.234 -4.543 -0.853 0.466
H -1.113 5.101 0.234 0.640
N 0.284 -0.580 1.117 0.666
H 3.532 -2.034 -2.587 0.391
C 0.489 1.092 -3.453 -1.053
H -3.230 -1.466 1.506 0.367
H 1.983 -0.968 5.089 0.451
O 2.011 2.210 0.106 -0.231
H -0.708 -4.031 -0.053 0.349
Zr -0.401 0.080 -1.594 -0.264
C 0.445 -1.335 -3.178 -0.803
H 1.186 -1.035 0.951 -0.866
C 4.528 0.648 -1.470 -1.359
C 0.034 -0.543 2.426 -0.590
C 4.207 -0.742 0.929 -1.222
C 1.371 1.408 -0.449 0.181
C 0.154 4.198 -1.902 -1.412
H 0.967 -2.269 -2.969 0.548
H -2.003 2.008 2.669 0.426
H 4.942 -2.170 -1.460 0.486
H 1.061 2.019 -3.500 0.578
O -3.374 1.022 0.069 -0.232
H 0.264 3.933 -2.961 0.373
P -2.166 -2.147 -0.552 1.053
H -2.795 0.042 4.073 0.315
H 4.188 -1.793 1.246 0.384
H -2.541 4.808 -1.820 0.493
C -1.761 -0.317 4.120 -1.261
C -2.591 3.709 -1.800 -1.060
H -0.267 5.209 -1.802 0.573
H -1.354 0.054 5.070 0.435
H -2.052 3.793 1.010 0.412
H 5.542 0.267 -1.291 0.532
H -1.493 -2.267 -3.370 1.058
C 1.641 -2.330 3.025 -1.121
C -3.721 -2.297 -1.496 -1.330
H 3.669 -0.140 1.673 0.285
H 5.240 -0.380 0.842 0.605
H -4.349 -1.411 -1.350 0.377
H -2.732 3.322 -2.814 0.355
H -0.358 1.880 1.983 -0.181
C -1.428 -3.795 -0.848 -1.348
H -4.235 -3.186 -1.108 0.571
H -1.776 -1.410 4.122 0.447
C -0.952 -1.324 -3.356 -0.508
C 1.163 -0.133 -3.320 -0.090
N -1.042 0.173 2.948 0.723
C -1.128 4.033 0.478 -1.416
C -2.843 -2.406 1.111 -1.255
H -2.717 -0.096 -3.632 0.623
```

The HOMO-LUMO gap comes out at 4.6 eV. For the highest occupied orbital energy, the calculation gives -19.6 eV. As for the LUMO energy: -0.5511 hartree. The energy is -2250.1661 Eh. Its total charge is +4.